# 1
Molecular formula: C36H51BiN7O10SSbSi3
Method: DFT, ωB97M-V with the def2-TZVPD basis set

XYZ file:
```
110
C36H51BiN7O10SSbSi3 ωB97M-V with the def2-TZVPD basis set
H 4.4263 -3.1164 -1.2738
C -0.2802 3.7689 -3.4334
H 1.3051 -3.9914 -4.0874
H -2.9194 0.5329 2.7854
H 4.6343 -0.0705 1.7553
H -0.7876 4.2458 2.8362
C -2.3915 -3.3809 -0.3360
C 0.3637 -0.8450 5.8042
H -3.6185 -1.8040 -3.2435
H -2.5746 2.9178 -1.4897
H 1.3069 -1.9942 -6.6884
H 0.7586 2.1684 -5.9805
C 1.5397 0.1109 5.6991
H -5.5586 -4.5092 -0.1801
H -3.9958 -1.6322 -4.9603
H -3.8873 4.5010 -0.1376
H 5.9836 1.3471 7.3732
C 5.0935 0.8166 7.7086
H -0.5605 4.0312 -2.4154
H 0.2276 4.6286 -3.8816
C -2.2104 3.2329 -0.5219
C -3.2005 -1.5351 -4.2167
O -3.1436 1.6636 5.2203
C -2.2836 0.8732 -5.9320
C -0.9302 -3.7607 -0.4301
C 2.8065 -1.2624 -4.0153
H 3.2392 -0.6914 -4.8385
H 1.9687 2.2961 -1.2509
C 0.5988 -1.3650 -6.1391
H -3.0144 5.1679 2.1181
C 0.4819 -3.3175 -3.8327
O -0.1335 -2.7480 -0.4600
H 1.1963 1.1457 5.6659
N -2.1771 1.0024 5.5352
O -5.0466 0.4316 -0.0413
Si 0.9079 2.3328 -3.4908
C -2.0791 0.0360 3.2408
C 4.1173 -0.6365 0.9942
N 1.1026 1.3347 0.9712
H -5.9395 -2.0227 -0.0612
O -0.6170 -4.9336 -0.4924
C -3.4262 -4.2995 -0.3037
C -3.8112 1.3494 -3.3665
O 2.0279 0.6010 8.2355
H -0.3905 -3.6410 -4.4035
C -1.2451 3.9749 1.8958
H 2.1869 1.3012 -5.3948
H 5.3792 -0.1985 7.9802
C -2.4586 4.4899 1.4835
H 0.6823 -1.8844 5.8088
C 4.7424 -1.6125 0.2413
C -4.9510 -2.4511 -0.1440
C -2.9458 4.1242 0.2367
H -4.8039 1.0532 -3.7201
H -1.1873 3.5839 -4.0116
C 0.7584 2.5557 1.4940
H 4.4266 0.3149 5.6930
C -4.7251 -3.8194 -0.2082
C 3.9900 -2.3273 -0.6774
H 3.7269 1.8149 6.3316
H -3.8177 1.2911 -2.2804
H 2.1782 3.0611 -5.4375
C -3.9541 -0.0950 -0.1287
S 2.6070 -0.0779 7.1056
C 2.0726 0.6575 1.6190
H 2.7165 3.5035 -2.3184
C 0.7576 -2.1795 3.1259
H -0.2017 -0.6482 6.7104
N -2.6206 -2.0759 -0.2863
C 2.6463 -2.0282 -0.8107
H 0.8666 -2.9349 3.9034
H -1.7292 1.8131 -5.9282
C 2.7716 -0.3783 0.7686
C 2.3040 2.4920 -2.2717
H 4.7039 1.3192 8.5920
H 3.1079 1.7906 -2.5066
Si -2.5708 0.2282 -4.1950
N -1.0566 2.6964 -0.1236
C -1.6303 0.1578 4.5183
C -0.3404 -1.2279 3.4414
H -0.4050 -1.7148 -6.3816
N -0.5264 -0.6582 4.6543
H -1.7634 0.1691 -6.5772
C 4.0606 0.8100 6.5924
H 0.7135 -0.3435 -6.4976
Bi -0.7243 -0.5144 -0.0472
N 2.0454 -1.0533 -0.1241
H 5.7944 -1.8268 0.3779
H -3.6561 2.3883 -3.6651
H 2.0141 -2.6001 -1.4715
O 2.9278 -1.4823 7.2133
H 0.2599 -3.4456 -2.7756
O -1.6586 0.9932 6.6358
O 1.4456 3.2611 2.2106
H 1.7122 -1.6555 3.0275
Sb -0.3313 0.1576 -2.9414
C -3.8568 -1.6049 -0.1853
H 0.5414 -2.6809 2.1828
H 3.0127 -0.7266 -3.0897
H -3.1918 -5.3530 -0.3504
N -1.2764 -0.8429 2.5820
H 2.1413 -0.0618 4.8090
C -0.5842 3.0809 1.0601
O -2.8144 0.4967 -0.2183
O 2.4408 0.7468 2.7880
H 3.3323 -2.2188 -3.9642
Si 0.9763 -1.5784 -4.3168
H -3.2635 1.0772 -6.3749
C 1.5610 2.1785 -5.2414
H -2.4229 -2.2617 -4.4570
```

Net charge: 0
F_max: 0.331 eV/A
LUMO: -0.4 eV


# 2
Molecular formula: C36H51Br2Cl42F4N3O6S
Method: DFT, ωB97M-V with the def2-TZVPD basis set

XYZ file:
```
145
C36H51Br2Cl42F4N3O6S ωB97M-V with the def2-TZVPD basis set
H 5.3954 6.0367 5.2798
C 0.0671 -0.4655 5.5729
H -3.6213 2.3276 0.5348
Cl -2.0973 -3.2725 -3.1724
N -0.0602 -0.1122 6.8389
H 0.7863 4.1122 0.6672
H -1.7812 3.0590 -0.1961
C 4.7282 5.3031 5.7256
C 3.9989 -3.7490 -0.3585
H -0.0325 0.9216 6.9040
F -1.3083 -1.0177 -3.1415
Cl 0.4096 -2.4467 -5.7367
C 3.0804 1.1837 -0.1268
Cl 2.4650 -3.2961 0.3891
Cl 0.7825 1.2716 -5.8953
Cl 6.5194 7.1949 3.0653
C -0.5002 0.4837 3.0870
H -4.0728 0.6526 1.3330
Cl 0.6917 -3.1017 -8.5561
H 3.4290 0.1242 -0.3547
O -6.2452 -0.4369 -0.0245
C -5.7461 -8.4525 -2.0409
Cl 5.6627 4.3148 6.8552
H -5.1444 -7.5598 -2.1925
Cl 1.3773 6.7565 -1.3222
H 0.8856 3.0031 3.4781
Cl 8.8088 -1.6006 4.5807
H -1.1768 4.5948 1.1764
F 1.4671 -1.1560 -1.3530
H -9.4272 -11.4709 -4.5805
H -2.7146 -0.1811 2.7511
C -0.8976 1.1709 -6.4417
Cl -5.3524 -1.3350 -8.8435
H -3.8698 4.3197 1.1560
H -3.7040 0.3253 -9.0669
H 5.9416 2.0598 0.1348
Cl 5.0773 -2.3477 -0.4384
C -4.1455 -2.6073 0.6559
C -9.9049 -11.2972 -3.6188
C -1.7404 4.3912 2.1247
C 1.3622 3.7295 1.5570
H -4.4853 -3.6801 0.4709
H 3.5011 2.9783 -1.3979
Cl 9.8375 -1.3831 1.8680
Cl -5.3496 1.3587 -7.7457
H -2.2394 0.2451 4.4329
H -2.1367 -0.4533 0.7192
H 4.6908 1.5187 -1.7060
Cl -5.1759 -12.9537 0.3456
C 4.1288 2.1498 -0.9319
H 10.5251 -2.8485 3.5721
Cl -7.7953 -13.4008 1.5281
Cl -1.7968 2.6139 -5.9575
H 1.3651 0.8545 4.4299
H 3.8041 -4.0895 -1.3731
Cl -6.8894 -8.1363 -0.7272
C -1.8443 -0.2586 3.4701
Cl 5.9786 -3.2757 4.0000
H -1.3592 0.3052 -5.9705
Cl -6.8384 -10.6878 1.0968
H -4.8978 -2.3835 -1.4286
H -3.2380 -1.5888 -1.1749
C -0.2906 -0.1388 -2.6193
F -0.7738 1.1699 -2.8034
O 1.2326 -0.1490 0.9081
O -0.9418 2.5789 -0.2979
C -2.1392 0.5973 0.2431
C -0.8207 1.4264 0.5734
Cl 8.7575 5.5344 2.2275
H 1.7920 1.2268 -1.8538
H 2.3886 3.4266 1.1104
C 1.5536 -2.7537 -7.0513
C -4.7917 0.3276 -9.0704
C 1.6009 1.4904 -0.7453
Cl 3.5954 10.8544 -0.6743
Cl -10.9719 -12.6656 -3.2727
C 10.2260 -1.8033 3.5426
H -5.9267 -12.3478 2.4888
Cl -4.6647 -9.7873 -1.6187
Cl 6.8119 6.4532 0.2704
C -6.3743 -12.3472 1.4976
H 4.7466 2.9470 0.9121
H -3.0784 -2.6146 1.0672
Cl 3.4374 6.1656 6.5727
C 0.2229 0.7042 4.5025
N 1.7694 4.9506 2.3735
H -0.1425 6.3505 -3.0682
H 2.1533 -1.8582 -7.1993
H 2.3912 4.6323 3.1396
Cl 6.2767 9.7914 -1.0408
C 4.5498 9.4976 -1.2877
C -3.2289 4.9429 1.8444
C 0.8281 2.5380 2.4214
C -4.2673 -1.7533 -0.7214
F -0.5851 -1.6699 -0.8054
H -2.3668 -5.5590 -3.6476
N 5.1643 2.7137 -0.0030
O 1.7273 -1.2490 3.0771
Cl -1.4041 5.9223 -1.1304
C -1.5910 2.9349 2.7880
Cl -1.2049 -5.5516 -1.6049
Cl -8.6433 -11.1641 -2.3872
H 1.4500 2.5983 -0.7728
O -0.1902 -2.1299 2.0243
H 0.5850 -0.2637 -3.3540
Cl 11.5754 -0.8217 4.1317
H 3.1764 1.4824 0.9613
Br -3.4866 2.4875 3.3788
C 7.6691 6.8495 1.7640
C -0.6324 1.8336 2.1516
H 0.1161 -1.5603 5.2787
H -0.1462 1.6707 5.0005
Cl -6.6105 -8.8056 -3.5426
Cl -0.9670 0.9530 -8.1965
C 5.3066 -1.6575 3.7506
H 4.2871 -1.7624 3.3820
Cl 5.2579 -0.7623 5.2767
H -1.7623 -1.3481 3.7771
O -4.5219 0.9056 -0.6647
Cl 2.6376 -4.0872 -6.6327
H -3.0418 5.9249 1.2627
Cl 4.7590 -5.0724 0.5368
H 4.3678 9.4063 -2.3561
Cl -10.8338 -9.7949 -3.7224
Cl -4.0465 -5.1275 -2.0602
C 0.4326 0.5962 -0.0568
H 8.2655 7.7423 1.5899
Cl 6.2484 -0.7720 2.5411
Br -1.1705 5.7472 3.5311
C 0.1752 -0.5256 -1.1494
Cl 0.5480 4.1981 -2.4285
H -3.7633 5.3087 2.7905
C -2.4212 -4.9576 -2.7427
Cl -5.3418 0.9624 -10.6274
H -2.2236 0.3782 -0.8894
Cl 4.0556 7.9874 -0.5081
H -4.8127 -2.1457 1.4547
H 1.6723 1.7497 2.4699
C -3.5909 1.2026 0.4425
H 2.3631 5.4811 1.7132
C 0.0674 5.8708 -2.1148
C -5.0747 -0.4041 -0.4409
H -1.1715 3.1384 3.8534
S 0.5439 -0.8131 2.2100
Cl 4.0584 4.3002 4.4290
```

Net charge: 0
F_max: 7.839 eV/A
LUMO: -0.1 eV


# 3
Molecular formula: C36H51CeClN3OP2
Method: DFT, ωB97M-V with the def2-TZVPD basis set

XYZ file:
```
95
C36H51CeClN3OP2 ωB97M-V with the def2-TZVPD basis set
H 4.4689 -1.6501 -1.0239
C -1.8227 4.0112 2.8609
C -1.9486 2.5007 2.5698
H 2.5383 -3.9242 -2.2508
H -3.7072 4.1196 0.6014
C 0.0723 -1.6441 3.4613
H -1.0581 -2.7959 -1.4700
H -3.7842 2.1491 3.6747
H -2.2504 4.2153 3.8607
H -1.3473 0.6761 3.6266
C 0.8935 -3.5571 -0.8263
H 4.1238 3.2942 -1.9282
H 3.8208 0.9034 -2.7368
H 1.5638 -5.3568 -1.8272
H -0.8844 1.5118 -4.4211
H 3.7512 0.1972 0.3719
Ce -0.2836 -0.2112 0.4415
C 2.1204 0.5790 -1.4464
H 5.1989 -2.3351 0.4415
H -2.1946 4.8631 -0.0138
Cl -0.2808 -3.4640 5.4772
H 2.8656 -1.2719 -2.3000
H -4.0776 2.6318 1.9869
C 1.2601 -1.2114 5.5088
C 1.3227 2.4206 -0.1145
H -0.5393 -3.6335 0.8344
H -4.2842 1.7710 0.0632
N 1.2539 1.0732 -0.5108
C -1.4965 2.8695 -1.7607
H -1.4876 2.1290 4.6512
C -3.4163 2.0374 2.6375
N -1.0603 -0.2920 -1.4833
C 4.2886 -2.3445 -0.1865
P -1.1911 2.0497 0.8725
H -0.0759 1.9376 3.5685
H 0.3763 4.0348 0.9291
C 0.3958 -2.0071 4.7716
H -3.1629 0.6832 -0.7807
C 3.4627 -0.4690 1.1991
C -1.4584 -0.3383 -2.5890
H 2.7523 -4.7284 -0.6641
H -0.8693 3.7726 -1.6895
H -0.5960 -4.3759 -2.1647
C 3.3044 2.6783 -1.5403
C -1.1596 1.7590 3.6614
C -2.7567 -1.3770 -4.4072
H 2.0662 -2.5954 2.5050
H -2.3538 4.6421 2.1352
C -3.5303 1.7194 -0.7379
C 1.7862 -0.0671 4.9290
H -0.8164 2.0180 -1.9010
H 2.6528 0.0120 1.7603
H 2.5300 4.2309 -0.2627
N 0.5863 -0.5168 2.8613
H -2.1412 2.9580 -2.6559
C -0.2182 -3.3762 -1.8814
H -0.5847 -2.3039 2.9301
H 1.8635 1.1816 3.2185
H -4.0409 1.9504 -1.6928
C 2.0118 -4.4297 -1.4227
C 0.2544 -4.2579 0.3935
C 0.3238 2.9643 0.7019
C -1.7514 -1.2941 1.0614
C 1.9529 -0.8803 -1.8240
H 3.8409 -2.7489 2.5340
C -1.5278 0.7123 -4.7997
P 1.4405 -1.8061 -0.2845
H 2.4561 0.5678 5.4939
C -1.9767 0.7155 -6.1222
C -1.9168 -0.3395 -3.9302
H 4.1736 -3.3611 -0.5868
H 0.9886 -4.4927 1.1780
C 3.1448 1.3418 -1.9985
H -1.6771 1.5285 -6.7912
H -3.0540 -2.1830 -3.7306
H -0.1995 -5.2097 0.0596
C -3.1958 -1.3545 -5.7331
C -2.9821 4.1202 -0.2283
H 0.1426 -2.8838 -2.8007
C 2.4289 3.1998 -0.6143
H 2.8776 -3.8936 1.5701
O -2.6714 -1.9471 1.3957
C -2.8091 -0.3135 -6.5927
H -3.1580 -0.3030 -7.6303
C 3.1014 -1.8862 0.6890
H -0.7631 4.3163 2.8828
H -3.8459 -2.1554 -6.0996
C 1.4417 0.2644 3.6164
H 4.3332 -0.5693 1.8740
C -2.3852 2.7270 -0.5016
H 1.5212 -1.4770 6.5252
H -3.5200 4.4599 -1.1347
H 1.1233 -0.9986 -2.5419
C 2.9463 -2.8409 1.8906
H -3.5104 0.9735 2.3577
```

Net charge: +3
F_max: 18.504 eV/A
LUMO (spin up / spin down): -11.3 / -11.3 eV


# 4
Molecular formula: C36H51ClN3OP2Pd
Method: DFT, ωB97M-V with the def2-TZVPD basis set

XYZ file:
```
95
C36H51ClN3OP2Pd ωB97M-V with the def2-TZVPD basis set
O 0.1688 2.4004 2.6331
C 2.0918 -3.7066 0.5243
H 4.0973 -3.9048 -1.0032
H -5.6055 1.0112 1.7616
H 4.1588 -2.2130 -1.4983
H 4.7114 0.1188 1.6030
C 0.9305 1.8495 -3.9370
H -0.8725 -2.7230 1.8601
C 3.2083 1.9095 0.3709
C -2.8589 -0.1696 3.4408
C 1.1192 2.9556 -6.0619
C 0.6105 -2.7046 4.9417
H 2.3252 2.3484 -0.1045
C -1.9019 -1.6722 -0.8483
C -2.7861 3.1547 -0.3606
H 4.0454 2.6223 0.2504
H -5.3696 0.1618 3.2746
C 3.7410 -2.4969 1.8811
H 5.6542 1.0263 0.4309
H 1.2323 -3.4041 1.1380
C -2.8653 -1.0295 0.1349
H -3.1000 3.5901 0.6004
H -2.8901 -1.2229 3.1497
C -4.9603 0.2828 2.2607
H -5.3620 0.8335 -0.3285
P -2.4646 0.6344 0.7600
H -2.4329 2.5757 2.9451
N 0.0746 2.5938 -0.9318
C 3.1459 -2.5904 0.4702
C -3.4987 0.7354 2.3856
C 3.6429 0.5631 -0.2346
H 1.5482 0.2669 3.5571
H 5.2395 -2.7930 -0.2159
C 3.8878 0.7644 -1.7319
N 0.2954 -1.1902 2.6485
C -0.2558 -2.6805 -2.8108
H -3.1482 3.7932 -1.1880
H -3.8757 2.2246 3.9058
H -5.2583 2.2605 -1.3796
C -0.1151 -3.1930 3.8643
H 1.2483 2.9092 -7.1389
N -0.6050 -1.3487 -0.8231
H 2.5289 -4.5962 1.0047
C -4.8830 1.8196 -0.4375
H -1.8242 0.0968 3.6600
H -4.0551 2.8673 2.2764
C 0.0817 1.5109 1.8964
H 0.9794 0.9622 -3.3023
H -2.9386 -1.7011 0.9967
C -0.2798 -2.3969 2.7290
H -2.0012 -3.7577 -3.5229
H -5.0608 -0.6834 1.7537
C 1.1936 -1.4443 4.8290
H -5.2034 2.4936 0.3714
H -3.4314 -2.9152 -1.6350
C -3.0541 1.1994 -1.9633
C -3.3428 1.7346 -0.5517
H -3.4756 1.9055 -2.7025
H 4.6076 -1.8187 1.9469
H -1.6945 3.1556 -0.3737
Cl 2.1081 -0.7792 6.1013
C 0.2122 3.0649 -2.0165
H 0.7392 -3.2849 5.8487
C 0.6018 3.0832 -3.3654
P 2.3050 -0.9124 -0.0957
H 4.3491 -0.1107 -2.2040
C 0.2747 -1.9082 -1.7387
C 4.9215 0.2099 0.5316
H 3.0226 1.8391 1.4512
C 4.2190 -2.8778 -0.6205
H 0.6274 5.2131 -3.5205
H 0.4195 -3.0060 -3.6091
C 1.0454 -0.6989 3.6463
H 2.9693 -2.1770 2.6019
C 0.7061 4.2768 -4.0778
C -3.4561 2.1850 2.8896
H 1.4379 0.8362 -5.7553
H -0.5746 -4.1727 3.8384
C 1.6792 -1.6969 -1.5908
H -3.4294 -0.0824 4.3794
H 5.4037 -0.7058 0.1835
C -2.4045 -2.6049 -1.7585
H -3.8495 -0.9823 -0.3317
H 2.9450 0.9855 -2.2551
Pd 0.0430 0.0509 0.6919
H 2.3197 -2.1486 -2.3462
H -3.5582 0.2380 -2.1459
H 1.7244 -4.0015 -0.4664
H 4.5566 1.6281 -1.8929
C 0.9107 4.2025 -5.4537
H 0.9071 5.1157 -6.0463
C -1.5715 -3.1204 -2.7485
H 4.0891 -3.5087 2.1735
C 1.1948 1.7908 -5.2983
H -1.9855 1.0849 -2.1707
```

Net charge: +1
F_max: 5.691 eV/A
LUMO (spin up / spin down): -2.6 / -4.4 eV
Multiplicity: 3
Expectation value of S²: 2.012